Record 1
A single C22H33N3O4S molecule. Source: the Open Molecules 2025 dataset; level of theory: wB97M-V/def2-TZVPD.

Net charge: 0
Max |F|: 0.017 Eh/bohr
HOMO energy: -8.657 eV
SMILES string: CC(=O)N1CCCc2cc(S(=O)(=O)N[C@@H](C(=O)NC3CCCCC3)C(C)C)ccc21
Frontier orbital gap: 0.338 Eh
LUMO energy: 0.6 eV

Last column: Löwdin charge in e.
Geometry (Å):
S  1.590  3.131  1.064  0.658
O  -3.013  -1.413  0.702  0.056
O  1.518  4.551  0.884  -0.283
O  0.817  0.653  -1.351  0.078
O  2.187  2.611  2.260  -0.286
N  1.432  -0.814  0.252  0.135
N  -3.749  0.663  0.140  0.027
N  2.478  2.538  -0.218  -0.073
C  1.562  -3.767  -0.602  -0.199
C  0.506  -2.736  -0.987  -0.135
C  -0.851  2.929  -0.136  -0.011
C  -0.050  2.447  0.878  -0.279
C  1.172  -4.460  0.699  -0.204
C  -2.086  2.356  -0.376  -0.145
C  -4.810  1.435  -0.500  -0.152
C  -0.008  -2.376  1.457  -0.148
C  -0.485  1.433  1.705  -0.049
C  1.032  -3.434  1.818  -0.195
C  4.366  -0.651  -1.052  -0.061
C  -5.279  -1.245  0.010  0.008
C  -2.517  1.287  0.422  -0.127
C  -3.025  2.895  -1.410  -0.124
C  5.204  1.690  -0.708  -0.064
C  1.593  0.295  -0.481  -0.470
C  -3.908  -0.687  0.322  -0.461
C  2.827  1.136  -0.133  -0.278
C  -4.411  2.879  -0.774  -0.158
C  4.001  0.831  -1.084  -0.370
C  0.287  -1.700  0.121  -0.304
C  -1.725  0.860  1.486  0.010
H  5.222  -0.834  -1.696  0.083
H  2.029  2.759  -1.097  0.120
H  -5.274  -2.299  0.276  0.088
H  0.792  -2.217  -1.903  0.114
H  -5.699  1.418  0.139  0.124
H  6.002  1.563  -1.436  0.079
H  2.531  -3.279  -0.477  0.098
H  2.119  -1.048  0.951  0.140
H  4.631  -0.958  -0.041  0.087
H  -2.072  0.071  2.130  0.116
H  -6.052  -0.736  0.581  0.083
H  -0.499  3.754  -0.736  0.127
H  -0.993  -2.836  1.382  0.111
H  -3.015  2.265  -2.303  0.130
H  -5.067  0.961  -1.454  0.125
H  -0.562  -1.067  -0.159  0.127
H  0.735  -3.930  2.744  0.111
H  2.004  -2.966  1.998  0.105
H  0.151  1.113  2.515  0.116
H  -0.057  -1.617  2.239  0.109
H  -4.382  3.449  0.157  0.126
H  -0.445  -3.240  -1.168  0.122
H  4.918  2.737  -0.674  0.073
H  1.663  -4.503  -1.402  0.110
H  3.540  -1.264  -1.404  0.064
H  3.129  0.971  0.905  0.142
H  -5.158  3.330  -1.429  0.117
H  0.219  -4.976  0.562  0.115
H  3.675  1.092  -2.097  0.146
H  1.924  -5.206  0.967  0.108
H  5.578  1.406  0.273  0.086
H  -2.732  3.904  -1.700  0.121
H  -5.508  -1.154  -1.049  0.084

Record 2
A molecular structure, C22H33N3O7P2W in a non-equilibrium geometry. Source: the Open Molecules 2025 dataset; level of theory: wB97M-V/def2-TZVPD.

Net charge: 0
Spin multiplicity: 3
Max |F|: 0.060 Eh/bohr
HOMO energy (spin up / spin down): -8.079 / -8.087 eV
⟨S²⟩: 2.0306
Frontier orbital gap (spin up / spin down): 0.247 / 0.240 Eh
LUMO energy (spin up / spin down): -1.4 / -1.6 eV

Last column: Löwdin spin population.
Geometry (Å):
W  -1.613  -0.434  -1.193  1.787
P  0.523  -1.272  -1.690  0.114
P  -3.190  -0.005  0.686  0.048
O  -0.019  -0.120  2.673  0.001
O  4.235  4.420  4.079  0.000
O  1.468  1.740  -0.100  0.007
O  5.771  3.047  4.810  0.000
O  2.792  3.339  -1.107  0.000
O  6.584  -1.102  2.425  0.000
O  5.371  -1.530  0.645  0.000
N  4.981  3.430  3.924  0.000
N  5.797  -0.750  1.525  0.000
N  -2.716  -1.087  -2.406  -0.063
C  3.646  2.171  0.682  0.000
C  5.621  1.482  2.567  0.000
C  -4.749  -0.767  0.100  0.005
C  -3.303  -0.390  2.471  -0.003
C  1.949  0.821  3.694  0.000
C  -5.192  -3.046  -5.122  -0.013
C  -4.593  -3.772  -4.072  0.002
C  1.556  -1.768  -0.294  0.005
C  -4.974  -1.663  -5.258  0.002
C  2.491  2.447  -0.286  0.000
C  -3.793  -3.100  -3.149  -0.011
C  3.921  3.030  1.739  0.000
C  0.018  2.271  2.881  0.000
C  -3.601  1.794  0.645  0.023
C  0.352  -2.722  -2.815  0.012
C  5.325  0.616  1.512  0.000
C  -4.169  -0.996  -4.338  -0.012
C  -3.563  -1.715  -3.287  0.001
C  0.596  0.887  3.036  0.000
C  1.586  -0.180  -2.723  0.047
C  4.404  1.007  0.511  0.000
C  4.893  2.671  2.692  0.000
H  -0.101  2.470  1.815  0.000
H  -5.425  -1.104  -6.084  0.000
H  1.047  0.115  -3.635  0.002
H  -4.742  -4.850  -3.969  0.000
H  -3.313  -3.619  -2.314  0.002
H  3.396  3.973  1.874  0.000
H  1.333  -2.965  -3.263  0.000
H  -0.958  2.329  3.375  0.000
H  -2.558  0.177  3.040  0.000
H  2.516  1.737  3.481  0.000
H  -0.341  -2.501  -3.641  0.001
H  -5.831  -3.560  -5.848  -0.001
H  -3.963  2.072  -0.353  0.002
H  2.620  -1.801  -0.594  0.000
H  2.481  -0.734  -3.056  0.006
H  -3.965  0.075  -4.397  0.000
H  1.793  0.748  4.782  0.000
H  1.899  0.717  -2.165  0.000
H  4.280  0.386  -0.378  0.000
H  6.324  1.182  3.331  0.000
H  -2.700  2.384  0.867  0.000
H  -4.318  -0.165  2.845  -0.001
H  1.268  -2.746  0.118  0.001
H  -3.111  -1.456  2.634  0.000
H  -4.969  -0.475  -0.930  0.001
H  -5.585  -0.452  0.743  0.000
H  -1.041  0.783  -0.132  0.024
H  -4.383  2.037  1.385  0.003
H  0.680  3.029  3.312  0.000
H  -0.021  -3.613  -2.288  0.002
H  1.433  -1.009  0.496  0.001
H  -4.670  -1.860  0.144  0.002
H  2.521  -0.053  3.353  0.000

Record 3
4 unconnected molecules or ions with the total composition C22H33N4O5 in a non-equilibrium geometry. Source: the Open Molecules 2025 dataset; level of theory: wB97M-V/def2-TZVPD.

Net charge: -1
Max |F|: 0.045 Eh/bohr
HOMO energy: -4.188 eV
Frontier orbital gap: 0.221 Eh
LUMO energy: 1.8 eV

Last column: Löwdin charge in e.
Geometry (Å):
O  -3.150  -3.399  -1.477  -0.105
O  -7.612  1.575  1.642  0.039
O  -3.645  -3.656  -4.177  -0.051
O  -9.369  1.764  0.275  0.127
O  -5.601  -2.701  -4.072  -0.069
N  -5.184  -2.273  -1.204  -0.118
N  10.478  2.894  1.754  0.001
N  2.238  -0.675  1.576  0.004
N  4.496  1.839  -0.251  0.006
C  -4.486  -2.979  -3.563  -0.688
C  1.790  -1.483  3.588  -0.107
C  10.020  4.186  0.015  -0.113
C  9.565  3.133  0.763  -0.139
C  -5.986  -3.886  0.460  -0.088
C  1.719  -1.748  2.246  -0.138
C  5.206  3.177  -1.867  -0.107
C  -1.951  -2.728  -1.163  -0.279
C  11.508  3.790  1.652  -0.147
C  -2.092  -1.723  0.038  -0.075
C  4.179  2.358  -1.477  -0.134
C  2.380  -0.200  3.736  -0.111
C  -7.404  0.824  -0.740  -0.108
C  6.184  3.146  -0.839  -0.110
C  -4.074  -2.521  -2.125  -0.277
C  -5.896  -1.034  -1.498  -0.204
C  5.719  2.310  0.142  -0.144
C  11.254  4.603  0.579  -0.115
C  -6.985  -0.669  -0.437  -0.160
C  -6.071  -3.436  -1.051  -0.220
C  2.649  0.272  2.479  -0.152
C  -8.245  1.421  0.404  -0.506
H  -4.897  -3.999  0.661  0.061
H  3.921  1.208  0.278  0.100
H  -7.905  -1.278  -0.533  0.115
H  -3.552  -1.539  -2.249  0.141
H  3.093  1.197  2.149  0.091
H  5.251  3.735  -2.788  0.091
H  -1.117  -1.518  0.526  0.050
H  -7.160  2.434  1.637  0.110
H  -6.529  -4.829  0.661  0.060
H  -6.588  -0.681  0.598  0.111
H  3.251  2.102  -1.963  0.109
H  12.330  3.769  2.348  0.103
H  -5.137  -0.213  -1.430  0.117
H  -1.219  -3.500  -0.842  0.109
H  -6.463  1.417  -0.780  0.118
H  -5.768  -4.320  -1.644  0.124
H  -7.119  -3.204  -1.344  0.111
H  7.123  3.677  -0.823  0.072
H  11.883  5.409  0.237  0.088
H  -6.312  -3.049  1.116  0.054
H  2.585  0.316  4.660  0.089
H  1.456  -2.137  4.377  0.091
H  -2.557  -0.795  -0.362  0.061
H  6.150  2.012  1.084  0.102
H  2.307  -0.596  0.577  0.139
H  -1.510  -2.231  -2.060  0.121
H  -6.329  -0.975  -2.522  0.121
H  8.674  2.533  0.677  0.090
H  10.403  2.174  2.450  0.143
H  9.522  4.612  -0.842  0.087
H  -2.828  -2.166  0.737  0.072
H  -7.941  0.858  -1.707  0.127
H  1.343  -2.604  1.711  0.109